# C50H51AsCsIN5O6PS2Se

C50H51AsCsIN5O6PS2Se as an isolated structure in a non-equilibrium geometry (ωB97M-V with the def2-TZVPD basis set, OMol25).

The geometry in ORCA input format:
```
! wB97M-V def2-TZVPD RIJCOSX def2/J DEFGRID3
* xyz -2 1
Cs -0.175 0.232 0.073
I 0.275 -2.290 -2.424
Se 0.276 1.943 2.847
As -3.224 1.603 -0.029
S 0.405 3.934 0.443
S -0.707 5.130 -0.696
P 2.535 1.351 -1.836
O -0.224 3.878 1.832
O 0.253 -3.251 1.138
O 5.434 -2.870 2.729
O 1.787 4.383 0.563
O -1.858 0.100 -2.364
O 0.358 2.510 -0.063
N -0.142 2.353 4.480
N 1.272 -4.067 4.453
N 2.740 -2.465 -0.242
N -3.207 0.621 3.548
N -1.144 1.024 2.458
C 4.415 -2.222 3.522
C 2.556 -6.164 -0.620
C -3.925 0.806 4.649
C -3.415 3.210 1.084
C 1.312 -3.922 -1.644
C 3.534 5.649 -3.266
C -3.064 -0.416 -4.363
C 3.649 0.415 -5.722
C 3.045 -2.827 3.405
C 1.955 3.933 -2.686
C 3.271 1.098 -4.566
C 3.637 1.723 0.673
C -3.956 2.477 -1.641
C 1.581 -6.315 -1.600
C 5.744 0.916 1.522
C -4.928 0.798 0.544
C -4.104 -0.683 -6.513
C 2.506 -3.475 4.483
C 3.559 -0.899 -3.281
C -1.421 1.897 4.635
C 3.856 1.086 -0.554
C -2.212 2.069 5.772
C 2.278 -3.744 -0.644
C 1.010 -3.338 2.134
C 4.307 3.488 -2.528
C 2.224 5.229 -3.120
C -3.707 -1.577 -3.892
C 0.560 -4.000 3.354
C 4.581 4.774 -2.969
C 4.574 1.646 1.697
C -3.477 1.515 5.774
C 5.976 0.278 0.310
C 2.324 -2.793 2.185
C -4.756 -1.828 -6.074
C -0.803 -4.625 3.306
C -2.580 1.281 -6.218
C -4.548 -2.255 -4.766
C 3.997 -0.927 -5.659
C 2.871 -2.142 0.993
C -5.659 -2.608 -6.996
C 3.954 -1.579 -4.431
C -1.975 1.160 3.537
C -3.515 -2.129 -2.494
C 0.961 -5.183 -2.108
C 5.044 0.371 -0.722
C 2.896 -4.902 -0.155
C 2.987 3.054 -2.386
C -2.145 0.370 -3.502
C -3.258 0.034 -5.675
C 3.224 0.459 -3.323
H 0.193 -5.274 -2.866
H 3.508 -1.439 -2.342
H -4.215 1.748 -2.412
H -4.260 -0.334 -7.530
H -4.793 0.434 1.562
H -1.710 1.273 -3.955
H -3.197 3.167 -2.026
H 3.676 0.942 -6.673
H 5.257 -0.118 -1.664
H 1.306 -7.297 -1.967
H 1.397 5.910 -3.290
H 3.651 -4.790 0.618
H 4.382 2.158 2.634
H -4.850 3.043 -1.379
H 3.058 -3.538 5.420
H 3.458 -1.227 1.155
H 0.923 3.630 -2.530
H -6.618 -2.824 -6.518
H -5.054 -3.150 -4.409
H -1.581 -3.855 3.244
H 5.151 -2.851 1.811
H 3.748 6.663 -3.582
H -3.108 3.010 2.108
H -5.205 -3.567 -7.263
H 5.126 2.819 -2.286
H 3.055 -7.036 -0.208
H 3.021 2.151 -4.633
H -3.640 -1.364 -1.737
H -2.770 3.990 0.678
H -0.955 -5.225 4.202
H -4.129 1.623 6.634
H -2.889 1.449 -7.246
H -1.492 1.196 -6.207
H -2.499 -2.517 -2.353
H 4.295 -1.460 -6.558
H -1.831 2.624 6.620
H -0.914 -5.236 2.406
H -5.207 -0.034 -0.099
H 2.754 2.343 0.800
H 4.748 -2.304 4.551
H -4.921 0.368 4.648
H -4.457 3.540 1.075
H -2.839 2.172 -5.643
H -5.853 -2.060 -7.920
H 4.383 -1.166 3.273
H 4.207 -2.633 -4.362
H 6.464 0.833 2.327
H -5.717 1.552 0.516
H 5.608 5.102 -3.068
H 6.886 -0.295 0.163
H -4.228 -2.936 -2.310
*
```

Computed properties:
LUMO energy (eV): 3.27
Frontier orbital gap (eV): 5.80
Energy relative to the best compared isomer or geometry (same formula, charge and spin) (eV): 2.0336
Molecular weight (g mol⁻¹): 1326.8

Results of the Mulliken charge analysis, in e, for atoms 1 through 5:
1. Cs 1.8774
2. I 0.2375
3. Se 0.6688
4. As 0.5153
5. S 1.1452